No. 1
34
Properties=species:S:1:pos:R:3:forces:R:3 method="wB97M-V/def2-TZVPD" homo_energy_ev=-8.29 de_lowest_kj_mol=0.00 gap_ev=9.048 total_charge=0 e_tot_ev=-21116.638
C 0.86070 -3.76624 -1.90755 0.00 -0.11 -0.10
C 1.48444 -2.79267 -1.19007 0.45 -0.12 -0.09
C -0.53105 -3.56400 -1.75089 -0.04 -0.11 -0.08
H -1.73531 0.96447 1.51839 -0.04 -0.13 0.13
H 0.90699 -1.93622 2.72370 0.14 -0.12 -0.01
H -0.44258 2.22478 -1.81668 -0.04 0.11 -0.08
H -2.21106 3.05253 0.16260 -0.07 0.06 -0.03
C -0.21015 1.08750 0.02062 1.33 -1.84 0.15
C 0.22499 -1.22925 2.25738 0.31 0.17 -0.62
H -0.01888 3.19688 0.47384 -0.02 0.13 0.00
Si 0.85647 -0.68010 0.54246 -0.99 2.03 0.65
H -1.31364 -4.15331 -2.18700 -0.19 -0.06 -0.04
H 0.12286 -0.38220 2.92970 0.01 0.20 0.08
C -1.67662 0.96091 0.42976 -0.01 0.02 -0.09
H 2.95059 0.41259 1.32608 -0.04 0.17 0.17
H -0.74518 -1.71327 2.18786 -0.17 -0.04 -0.10
H 1.33029 -4.54296 -2.47866 0.15 -0.10 -0.09
C -0.05118 1.26184 -1.48991 0.02 -0.20 0.25
C -0.68120 -2.48142 -0.94095 -0.52 0.09 0.05
N 0.54834 -1.99253 -0.58897 0.13 0.29 0.08
H 2.53057 -2.61421 -1.04973 0.25 0.07 0.02
H 0.39846 2.13449 1.82073 0.03 0.07 0.16
C 2.72370 -0.34780 0.58676 -0.69 -0.19 -0.15
H -2.66872 2.01143 -1.19427 -0.03 0.06 -0.01
H -3.58603 1.95359 0.31215 -0.01 0.07 -0.04
H 3.26808 -1.24468 0.86681 0.06 -0.19 0.05
H 3.10806 -0.00755 -0.36967 0.03 0.07 -0.20
H 1.50828 2.32591 0.46105 0.15 0.10 -0.01
H -0.57234 0.47197 -2.02865 -0.04 -0.05 -0.14
C -2.58637 2.06625 -0.10946 0.05 -0.13 0.10
C 0.45976 2.25445 0.74000 -0.01 -0.32 0.00
H -2.07091 0.00482 0.08159 -0.08 -0.09 0.06
H -1.57604 -2.01402 -0.58039 -0.20 0.07 0.06
H 1.00179 1.22216 -1.76601 0.10 0.02 -0.12

=====

No. 2
82
Properties=species:S:1:pos:R:3:forces:R:3 method="wB97M-V/def2-TZVPD" homo_energy_ev=-8.78 gap_ev=2.887 total_charge=+1 e_tot_ev=-137706.161
O -2.51553 -3.81867 4.11198 1.95 2.37 -1.29
C 1.52253 -4.48278 1.82280 0.40 0.20 -0.20
H 3.96731 -3.13121 -0.88323 -0.11 -0.22 0.20
C 1.08884 -3.53517 0.87754 0.13 -0.20 0.09
H -3.48655 -3.09179 1.06333 0.12 -0.28 0.00
C -1.82334 -3.00901 3.64769 -2.52 -3.31 1.58
H 1.76606 6.96828 -3.75147 0.00 -0.04 -0.15
C 1.43330 6.46191 -4.66970 0.16 0.38 0.07
C -0.88466 -0.02427 2.31942 -2.66 0.59 0.71
O 1.63247 -2.49270 4.34221 -2.83 1.56 -1.77
H 3.18191 3.62917 -5.06089 0.14 0.11 -0.06
P -0.59092 -2.84069 1.04869 0.43 -0.25 -1.50
C 3.74437 -4.40851 0.85918 -0.17 0.12 -0.02
N -0.42679 5.06368 -4.72414 -0.15 -0.08 0.23
C -0.71754 0.16944 5.51019 5.50 1.13 0.46
C 3.20848 1.39551 2.78001 -0.23 -0.07 0.00
Co -2.30243 0.02721 4.79979 1.17 -0.61 -2.04
H 0.82649 -4.88877 2.56241 0.23 0.21 -0.14
C -1.68965 -4.27141 0.73275 -0.32 -0.04 0.17
C 0.70777 -2.09958 3.75088 4.18 -2.13 2.17
C 3.09677 4.58473 -4.54108 0.27 -0.06 0.10
O 0.38047 0.27427 5.88053 -3.32 -0.43 -0.53
H -0.42569 6.92473 -5.72077 0.01 -0.08 0.15
H -4.10419 -7.31462 0.43111 0.19 0.30 -0.03
O -2.89412 2.86357 4.62901 0.45 -3.41 0.36
C -3.94708 -5.17075 0.70491 0.23 0.07 0.03
C -3.07910 -4.08476 0.85415 0.08 -0.44 -0.01
H 3.18410 -5.63873 2.55515 -0.05 0.19 -0.24
C 3.44193 2.76466 2.61374 -0.31 -0.11 -0.03
H -1.13282 1.86310 1.36501 0.07 -0.11 0.37
C 0.01925 -0.63395 -0.51894 -0.40 0.36 0.24
H -2.03479 4.43011 -5.92300 -0.04 0.02 0.10
H -0.26662 2.33833 -4.66429 0.28 -0.14 -0.05
C -0.09161 6.46224 -4.78030 -0.16 0.36 -0.09
C 2.84960 -4.91803 1.80831 -0.17 0.13 -0.08
H -5.02319 -5.01431 0.78813 0.30 -0.08 0.00
H 3.77121 5.31030 -5.00398 0.01 -0.15 0.04
C -3.43385 -6.45451 0.48034 0.18 0.19 0.02
N 1.76106 5.06158 -4.64783 0.10 -0.07 -0.20
H 0.85393 -0.49691 0.17500 -0.33 0.00 -0.17
H 1.60048 -2.45963 -0.93134 0.18 -0.14 0.27
H -2.44692 5.32721 -4.44068 -0.03 -0.15 -0.01
C 1.95863 -3.11248 -0.13699 0.05 -0.10 0.31
C -0.43208 1.17557 1.85366 -0.10 0.75 0.87
C -2.10942 -0.50283 2.83108 1.03 0.21 -3.91
C -1.18891 -5.54343 0.40989 -0.20 0.13 0.20
Co -0.82637 -1.74094 2.94450 -0.14 -0.87 2.41
H 0.25144 3.73939 1.87295 0.31 -0.08 -0.04
C 0.66571 4.24989 -4.64867 0.03 -1.46 0.06
H 1.62783 2.36400 -4.51603 -0.31 -0.18 0.00
C 0.86622 1.69499 2.18545 0.65 0.28 -0.41
C -2.05686 -6.63519 0.32406 -0.09 0.20 -0.01
H 2.54391 4.68986 2.22421 -0.10 -0.28 0.01
H -2.80355 -1.20486 -3.11321 0.27 0.08 0.18
C 1.09962 3.09277 2.10474 0.11 -0.21 -0.25
C 3.29207 -3.52353 -0.12273 -0.10 -0.12 0.12
C -1.76390 -2.01275 -1.41429 0.18 0.26 0.32
C -2.69698 1.72908 4.77630 -0.61 4.56 0.21
C -3.36737 -0.85021 5.87439 -4.64 -3.13 2.26
H 4.44919 3.17108 2.72767 -0.35 -0.15 0.00
H 4.03001 0.73177 3.04749 -0.20 0.17 -0.04
H 1.89297 6.97425 -5.52701 0.03 -0.11 0.19
C 1.93049 0.86339 2.59397 0.33 0.06 0.02
H 4.79527 -4.69921 0.88386 -0.32 0.01 -0.02
H 0.25411 1.32349 -1.38886 -0.05 -0.30 -0.23
H -3.01988 -0.57405 2.22573 -0.49 0.65 0.92
C -1.76125 4.59175 -4.87024 -0.25 -0.03 -0.18
H -0.54714 7.01680 -3.94740 -0.04 -0.08 -0.18
C 0.67272 2.86645 -4.58232 -0.02 1.64 0.02
C -1.32359 0.18402 -2.35292 0.04 -0.14 0.23
H -1.64013 -7.62805 0.14576 -0.20 0.30 -0.02
H -2.32251 -2.94875 -1.41240 0.05 0.33 -0.02
C 2.37066 3.61717 2.30731 -0.08 -0.15 0.09
H 1.74786 -0.20393 2.74153 0.20 0.47 -0.25
H 3.40277 4.43032 -3.49738 0.07 0.03 -0.04
O -4.04790 -1.46286 6.58805 2.35 1.88 -1.68
C -0.29097 0.37874 -1.42758 -0.09 -0.25 -0.18
H -0.12150 -5.68917 0.24807 -0.31 0.01 0.11
C -0.78088 -1.78508 -0.43583 -0.03 0.03 -0.11
H -1.57750 0.98065 -3.05478 0.11 -0.29 0.19
C -2.02376 -1.02889 -2.37020 0.08 0.10 0.02
H -1.86999 3.64150 -4.34449 -0.13 0.11 0.05

=====

No. 3
34
Properties=species:S:1:pos:R:3:forces:R:3 method="wB97M-V/def2-TZVPD" homo_energy_ev=-13.18 de_lowest_kj_mol=0.00 gap_ev=8.116 total_charge=+1 e_tot_ev=-21875.219
H -0.85409 -1.16488 -2.33472 -0.15 -0.08 -0.06
O -0.47191 -3.41040 0.50907 0.06 0.10 0.64
H 3.49628 0.05818 -2.87112 -0.02 -0.05 -0.11
O -0.69164 -0.48004 0.43980 -0.25 0.39 2.78
O -2.55705 0.61601 2.11785 -0.03 0.07 0.72
H 3.58000 -0.44319 0.95283 0.20 0.02 -0.12
H 0.32804 -0.87833 1.75875 -1.30 0.47 -2.04
H -2.11683 4.75686 1.19508 -0.09 -0.04 -0.03
O -1.92612 3.82472 1.03900 0.20 -0.24 0.24
H 3.90685 -1.30512 -0.26201 -0.12 -0.01 -0.10
H 1.41574 2.21997 -2.58121 -0.01 -0.01 -0.14
H 0.43145 -1.35376 3.34309 0.08 -0.34 -0.23
H 1.06103 3.59437 -2.02297 0.00 0.08 -0.07
H 0.43741 -3.52758 0.21485 -0.09 -0.06 -0.17
O -0.66921 -1.88749 -2.94020 0.21 -0.01 0.05
O 1.25167 3.13184 -2.84463 0.02 -0.11 0.18
H 1.00845 0.64307 -0.00629 0.12 -0.27 -0.15
H -0.59036 -2.45295 0.57225 0.02 0.06 -0.60
H -0.45533 1.51779 -0.16851 -0.42 -0.11 -0.35
O 2.85632 -0.63177 -2.66391 -0.17 0.10 0.00
H 2.51851 -0.39854 -1.79145 0.14 -0.03 0.03
H -0.02940 0.24754 -1.37593 -0.05 0.29 -0.03
H -1.86860 0.30843 1.42111 1.07 -0.90 -1.44
H -2.09093 1.13948 2.79714 -0.33 0.26 -0.14
H -2.93182 -0.18263 2.54069 -0.28 0.12 -0.31
O -3.52636 -1.24288 -0.19075 0.05 0.22 0.70
H -3.73609 -2.05892 0.27768 -0.03 -0.13 -0.31
O 3.20364 -0.76984 0.12956 -0.01 -0.02 0.38
H 0.25705 -1.77081 -3.18579 -0.05 -0.01 -0.07
C -0.03853 0.51368 -0.31809 0.58 0.27 0.34
H 1.40239 -0.22564 2.84812 0.06 -0.09 -0.29
H -2.56894 -1.14005 -0.09659 0.18 -0.17 -0.33
O 0.93910 -1.03840 2.57046 0.45 0.05 1.16
H -0.97071 3.79129 0.92686 -0.03 0.16 -0.11

=====

No. 4
22
Properties=species:S:1:pos:R:3:forces:R:3 method="wB97M-V/def2-TZVPD" homo_energy_ev=-7.65 de_lowest_kj_mol=300.40 gap_ev=8.656 total_charge=0 e_tot_ev=-9426.371
C 0.91860 -0.16288 -0.85989 4.13 -0.27 -2.16
H 0.80402 -1.83595 -2.00904 0.18 0.53 -0.94
H 0.13386 1.93246 0.42790 0.21 -0.05 -1.22
H -2.49259 1.08055 0.83714 -1.28 0.14 0.34
C 1.18147 2.03792 0.11583 1.13 -0.39 2.92
H -1.14782 0.87229 1.96062 -1.69 0.39 -2.14
N 1.77525 0.93541 -0.59097 -2.88 -1.70 1.57
H 0.80814 -0.71399 1.26295 0.52 0.89 0.54
H -1.54738 -0.41664 -0.65139 0.26 -0.81 2.04
H 0.53306 -2.00184 0.18720 -1.23 2.29 0.00
H -1.54457 -2.52990 1.53846 -0.38 1.56 -0.53
H -2.47622 -1.09169 2.05503 -0.77 -0.34 0.12
H 1.38863 2.80606 -0.59351 -0.26 1.80 0.69
C -1.24719 -0.53370 0.48947 -0.01 0.26 -4.27
H 2.39330 1.21131 -1.29564 0.67 0.10 -1.28
N -1.55356 0.81568 0.94992 3.76 -0.54 2.80
H 1.65660 2.06041 1.19815 -0.23 0.93 -2.05
H -2.85395 -2.03297 0.46829 0.35 0.89 0.99
H 1.50763 -0.36907 -2.93917 1.00 0.97 -1.65
C -2.09363 -1.58261 1.16981 0.49 -2.57 0.03
C 1.15957 -0.79167 -2.07143 -3.01 -1.68 4.53
C 0.29543 -0.83852 0.32961 -0.97 -2.40 -0.31

=====

No. 5
22
Properties=species:S:1:pos:R:3:forces:R:3 method="wB97M-V/def2-TZVPD" homo_energy_ev=-8.87 de_lowest_kj_mol=206.33 gap_ev=9.961 total_charge=0 e_tot_ev=-9427.346
C -0.28253 2.27178 1.92436 -0.36 -0.04 0.08
H -3.10990 -0.38841 -0.49215 -0.09 -0.06 0.03
C 2.94256 -2.47781 -1.49124 0.19 -0.35 -0.25
H -1.20677 0.11135 1.07974 -0.09 -0.08 -0.16
H 0.17559 3.25920 1.89478 0.12 -0.06 -0.06
H -1.92393 2.89962 0.94854 -0.01 0.02 -0.21
C 0.26590 -1.39353 -0.97659 -0.51 -0.19 -0.37
C -2.70569 0.61783 -0.42292 0.21 0.65 -0.09
N 2.66691 -1.45092 -0.81930 -0.05 0.16 0.18
H 0.28212 -1.50000 -2.05514 0.17 -0.09 0.02
H 3.91773 -2.57334 -1.96598 -0.02 0.13 0.05
H 1.37945 -1.10873 0.79130 -0.06 -0.14 0.11
H 0.47983 1.50253 1.81447 0.16 0.07 -0.08
H 2.25037 -3.31589 -1.62673 -0.09 0.08 0.07
C -1.96572 0.87361 0.88279 0.08 -0.05 -0.01
N -1.25203 2.14805 0.83673 -0.05 0.04 0.36
H -2.67744 0.81267 1.71976 0.05 0.04 0.08
H -2.03730 0.81787 -1.26494 0.02 -0.25 0.08
H -0.71863 -1.30714 -0.54172 0.11 0.14 0.18
C 1.37691 -1.35269 -0.26326 0.30 0.23 -0.02
H -3.51602 1.34832 -0.52391 -0.09 -0.22 0.04
H -0.72940 2.14068 2.92260 0.00 0.00 -0.02

=====

No. 6
24
Properties=species:S:1:pos:R:3:forces:R:3 method="wB97M-V/def2-TZVPD" homo_energy_ev=-9.62 de_lowest_kj_mol=396.87 gap_ev=10.561 total_charge=0 e_tot_ev=-15665.957
C 0.52770 0.60383 0.95487 -1.22 0.57 -1.27
C -0.89149 -1.74901 2.46668 -0.77 0.34 -1.05
H -1.54258 -2.25829 3.15686 -0.35 -0.25 -0.10
H 1.84738 1.29791 -3.03320 2.33 1.01 -1.37
H -2.31097 -1.30970 0.87883 -0.25 -0.62 0.12
H 0.32209 1.76075 -2.23545 -0.77 0.85 0.34
O -1.24829 0.27510 -0.79257 0.77 -0.22 -0.82
H 1.75852 -0.87690 -2.16484 0.52 -0.41 -0.09
C -0.23107 -0.73567 -1.22074 0.79 1.66 1.25
H -1.73415 -2.29134 -1.30861 -1.38 -0.25 1.53
H 1.76017 2.55138 1.68250 0.08 -0.38 0.34
H -0.07298 -2.97591 -1.50320 -1.42 2.06 -0.54
H 0.27066 3.28292 2.53747 0.64 -1.75 -0.95
H -1.07185 -1.98753 -2.73348 0.57 0.02 -1.08
H 0.07466 -1.55155 2.86876 0.79 0.17 -0.12
C 1.02563 -0.13691 -1.93240 -2.50 -2.26 0.96
C 1.12301 1.08690 -2.35092 -1.43 -0.18 0.33
H 0.67557 3.71392 0.98811 -0.05 -0.45 -0.74
C -1.30495 -1.33608 1.26596 2.08 2.97 -1.01
C -0.79920 -2.05744 -1.70247 2.70 -1.03 0.14
C -0.42496 -0.23253 0.18804 -1.61 -5.22 1.60
C 0.71511 2.79512 1.58370 -0.39 3.50 1.56
O 1.59438 0.33650 1.39584 0.89 -0.83 0.51
O -0.06240 1.79453 1.01024 -0.02 0.69 0.46